No. 1
{
  "formula": "C4H12S",
  "method": "ωB97M-V/def2-TZVPD",
  "e_lumo_ev": 0.920,
  "charge": 0,
  "smiles": "CSC.CC",
  "elements": ["C", "S", "C", "H", "H", "H", "H", "H", "H", "C", "C", "H", "H", "H", "H", "H", "H"],
  "positions_angstrom": [[-2.5127, -0.1520, 0.0366], [-3.3508, 0.0912, -1.5780], [-2.2435, 1.5164, -2.2997], [-3.0179, -0.8825, 0.6377], [-1.4467, -0.2905, -0.2100], [-2.5441, 0.8467, 0.4783], [-2.7427, 2.4404, -2.0576], [-2.1673, 1.1089, -3.3068], [-1.2064, 1.5196, -2.0417], [3.3747, -1.0442, 1.3370], [1.9500, -0.4607, 1.1773], [3.5387, -1.9376, 0.7223], [4.1480, -0.3487, 1.0677], [3.4591, -1.3383, 2.3844], [1.8025, 0.2356, 0.3415], [1.6074, 0.0864, 2.0746], [1.3514, -1.3905, 1.2363]],
  "atomic_forces_ev_per_a": [[0.7, 1.9, -1.3], [1.3, 0.9, -0.1], [-1.3, -2.4, 0.2], [0.1, -0.4, 0.2], [-0.5, -0.7, 0.5], [-0.2, -0.3, 0.5], [0.0, 0.3, -0.6], [-0.7, 1.1, -0.5], [0.5, -0.2, 1.1], [-0.6, 0.2, 0.1], [0.0, -0.8, 1.0], [-0.2, 0.2, 0.1], [0.4, 0.4, 0.1], [0.4, 0.0, -0.1], [-0.1, -0.8, -0.1], [0.5, 0.0, -0.3], [-0.5, 0.8, -0.9]]
}

***

No. 2
{
  "formula": "C4H12S",
  "method": "ωB97M-V/def2-TZVPD",
  "e_lumo_ev": [-3.348, -8.428],
  "charge": 1,
  "multiplicity": 2,
  "elements": ["C", "C", "H", "H", "H", "H", "H", "H", "C", "S", "C", "H", "H", "H", "H", "H", "H"],
  "positions_angstrom": [[0.5086, -0.7280, 3.8542], [0.2439, -1.2219, 2.4313], [0.1462, -1.4638, 4.5707], [-0.0959, 0.1563, 4.0628], [1.5738, -0.5721, 4.0198], [-0.7989, -1.1687, 2.1448], [0.9048, -0.6856, 1.7521], [0.5397, -2.2686, 2.3318], [1.2165, 0.7453, -1.2351], [-0.3286, 0.8979, -2.0662], [-1.3329, -0.3569, -1.3736], [1.4919, -0.3050, -1.2190], [0.9889, 1.0697, -0.2055], [1.9532, 1.3768, -1.7052], [-1.9422, -0.6666, -2.2263], [-0.8616, -1.2243, -0.9353], [-2.0168, 0.1312, -0.6762]],
  "atomic_forces_ev_per_a": [[-0.8, -0.3, 0.0], [0.8, -0.5, 0.3], [0.2, -0.1, 0.1], [0.5, 0.3, 0.0], [-0.2, 0.2, 0.1], [-0.2, 0.2, -0.1], [-0.3, 0.3, -0.4], [0.0, 0.0, 0.0], [-0.5, -0.1, 0.5], [0.3, 0.2, -0.2], [-0.8, -0.1, -0.5], [0.2, -0.1, 0.0], [0.3, -0.1, -0.1], [0.2, 0.2, -0.1], [-0.2, -0.1, 0.1], [0.5, 0.1, 0.2], [0.0, 0.0, 0.2]]
}

***

No. 3
{
  "formula": "C4H12S2",
  "method": "ωB97M-V/def2-TZVPD",
  "e_lumo_ev": 0.483,
  "charge": 0,
  "smiles": "CCC.CSS",
  "elements": ["C", "C", "C", "H", "H", "H", "H", "H", "H", "H", "H", "C", "S", "S", "H", "H", "H", "H"],
  "positions_angstrom": [[-1.6091, 1.0289, 0.0757], [-2.2524, -0.2928, -0.3016], [-2.0679, -1.3485, 0.8561], [-1.8942, 1.2176, 1.1278], [-1.8910, 1.9437, -0.4414], [-0.5210, 0.9363, 0.0893], [-1.7928, -0.7952, -1.1573], [-3.3142, -0.1608, -0.4977], [-1.8752, -2.3146, 0.3856], [-1.0069, -1.1309, 1.1320], [-2.6664, -1.3406, 1.7630], [3.6129, -0.2475, -0.9948], [2.8570, 0.1181, 0.5476], [1.7889, 1.8619, 0.0924], [4.1924, 0.5599, -1.4606], [2.9062, -0.7320, -1.6571], [4.3740, -1.0127, -0.8175], [1.1595, 1.7090, 1.2583]],
  "atomic_forces_ev_per_a": [[0.1, 0.0, 1.3], [-0.7, -0.9, 0.8], [2.7, 0.8, -1.3], [0.1, 0.0, -0.2], [-0.1, -0.3, -0.5], [-0.3, 0.0, -0.2], [-0.1, 0.5, -0.2], [-0.1, 0.0, -0.3], [-1.0, -0.3, 0.4], [-0.6, -0.1, 0.6], [-0.3, 0.0, -0.4], [0.8, -0.6, -0.9], [0.1, 0.2, 0.8], [0.5, -0.1, 0.0], [-0.6, 0.1, 0.1], [-0.1, 0.4, -0.5], [-0.1, 0.0, 0.4], [-0.2, 0.2, 0.1]]
}

***

No. 4
{
  "formula": "C4H12S2",
  "method": "ωB97M-V/def2-TZVPD",
  "e_lumo_ev": 0.856,
  "charge": 0,
  "smiles": "CCS.CCS",
  "elements": ["C", "C", "S", "H", "H", "H", "H", "H", "H", "C", "C", "S", "H", "H", "H", "H", "H", "H"],
  "positions_angstrom": [[-3.7388, -0.5169, -1.0718], [-2.6167, 0.1949, -0.2906], [-1.3742, 0.9895, -1.3044], [-4.4198, 0.1742, -1.5202], [-3.1008, -1.0632, -1.7945], [-4.4728, -1.1187, -0.5403], [-2.0448, -0.3499, 0.4699], [-3.0485, 1.0491, 0.2288], [-2.0761, 1.1623, -2.4051], [3.3720, -0.8523, 1.3184], [3.1220, 0.6572, 1.1263], [2.4266, 0.8586, -0.5823], [2.4978, -1.5719, 1.3879], [3.9156, -1.2883, 0.4732], [4.0202, -1.0231, 2.1877], [4.1050, 1.1203, 1.1047], [2.3277, 1.0151, 1.7976], [1.1056, 0.5630, -0.5853]],
  "atomic_forces_ev_per_a": [[1.7, -0.6, -0.1], [-1.4, 1.2, 1.1], [1.0, -0.1, -0.2], [0.2, 0.9, -0.9], [-1.4, -0.3, -0.2], [0.7, -0.6, 0.6], [-0.4, -0.4, -0.4], [-0.2, -0.2, 0.4], [-0.4, 0.1, -0.5], [0.0, -1.2, 0.3], [-1.8, -2.2, -1.0], [0.6, 0.7, -0.7], [0.5, 1.4, 0.2], [0.1, 0.5, 0.0], [-0.3, 0.0, 0.1], [-0.4, 0.7, 0.2], [1.0, 0.3, 0.2], [0.4, -0.1, 0.8]]
}

***

No. 5
{
  "formula": "C4H12S2",
  "method": "ωB97M-V/def2-TZVPD",
  "e_lumo_ev": 0.915,
  "charge": 0,
  "smiles": "CCS.CSC",
  "elements": ["C", "C", "S", "H", "H", "H", "H", "H", "H", "C", "S", "C", "H", "H", "H", "H", "H", "H"],
  "positions_angstrom": [[2.7845, -3.0664, 0.8815], [1.4147, -2.3682, 0.7498], [0.9962, -0.9808, -0.3476], [3.4633, -2.8960, 0.0321], [2.7302, -4.1551, 1.0839], [3.2755, -2.6865, 1.7658], [0.7644, -3.2254, 0.3864], [1.0052, -2.5197, 1.7575], [1.3275, -1.5998, -1.4627], [-2.5867, 2.4610, -1.7970], [-2.3048, 1.4922, -0.2844], [-1.3809, 2.6453, 0.7542], [-1.8641, 2.2130, -2.5612], [-2.5671, 3.5473, -1.6422], [-3.6299, 2.3485, -2.0933], [-1.4721, 3.6619, 0.4073], [-1.6582, 2.6257, 1.8017], [-0.2978, 2.5033, 0.5680]],
  "atomic_forces_ev_per_a": [[0.9, 0.6, -0.2], [-1.4, -4.3, -0.3], [0.4, 0.3, 1.5], [-0.3, -0.1, 0.2], [-0.5, 0.5, -0.4], [0.5, 0.4, 0.2], [0.5, 1.0, -0.5], [-0.2, 2.0, 0.1], [0.1, -0.4, -0.4], [-0.4, 0.8, 0.4], [-0.4, 0.3, 0.1], [1.4, 0.3, -0.9], [-0.1, -0.1, -0.3], [0.5, -0.2, 0.4], [0.2, -0.7, -0.3], [-0.7, 0.4, -0.1], [0.0, -0.4, 0.0], [-0.4, -0.4, 0.7]]
}

***

No. 6
{
  "formula": "C4H12S3Si",
  "method": "ωB97M-V/def2-TZVPD",
  "e_lumo_ev": 0.094,
  "charge": 0,
  "smiles": "CS[Si](C)(SC)SC",
  "elements": ["C", "S", "Si", "C", "S", "C", "S", "C", "H", "H", "H", "H", "H", "H", "H", "H", "H", "H", "H", "H"],
  "positions_angstrom": [[-0.3279, -2.3048, -1.4076], [1.1303, -2.0904, -0.4569], [0.8252, -0.1883, 0.4731], [0.7843, 0.0658, 2.3881], [-1.5836, 0.4218, -0.5433], [-2.2627, 0.8380, 1.0520], [2.2548, 1.2208, -0.3059], [1.6056, 1.5678, -1.9357], [-0.1064, -2.0563, -2.4628], [-1.2500, -1.9017, -0.8766], [-0.6115, -3.3656, -1.3040], [-0.3046, 0.2532, 2.5720], [1.0638, -0.7601, 2.9350], [1.3719, 0.8945, 2.7038], [-2.0375, 1.8142, 1.3320], [-1.8793, 0.1281, 1.7880], [-3.3170, 0.6210, 0.8631], [1.6783, 2.6793, -2.0022], [0.6758, 1.0731, -2.0845], [2.2905, 1.0897, -2.7275]],
  "atomic_forces_ev_per_a": [[-2.1, -1.4, 0.2], [0.9, 0.4, 1.2], [-1.3, 1.2, -0.8], [-2.0, 0.7, -2.4], [3.0, -0.3, 0.6], [-0.7, -2.1, -0.4], [-0.2, -0.4, 1.2], [2.4, -0.1, -1.6], [-0.8, 0.1, 0.7], [1.4, 0.3, -1.4], [0.6, 0.0, -0.6], [1.1, 0.0, 0.2], [0.6, -2.1, 1.1], [0.4, 0.9, 0.0], [0.0, 1.7, 0.6], [-0.5, 0.2, 0.0], [-0.1, 0.5, 0.7], [-0.7, -1.0, -0.4], [-1.1, 0.4, 0.0], [-0.8, 0.9, 1.2]]
}

***

Question: Which formula does entry 3 have?
Answer: C4H12S2